1.
Computed, not measured: a 13-piece molecular cluster, C68H175F9N24O16P8 overall at a distorted geometry, with the ωB97M-V functional and the def2-TZVPD basis.

```
300
C68H175F9N24O16P8 | OMol25 | the ωB97M-V functional and the def2-TZVPD basis
C -1.704 1.993 2.077
C -1.967 0.757 1.165
O -0.646 0.195 0.925
C -0.670 -0.993 0.428
O -1.612 -1.608 0.009
C 0.730 -1.514 0.120
F 1.124 -0.998 -1.090
F 1.615 -1.077 0.990
F 0.734 -2.866 0.132
H -1.286 1.550 2.969
H -2.633 2.521 2.312
H -1.032 2.727 1.606
H -2.414 0.901 0.181
H -2.596 -0.023 1.608
C 2.191 -1.021 7.243
C 2.005 -0.655 5.768
O 3.174 -1.049 4.923
C 3.637 -0.304 3.955
O 3.329 0.807 3.602
C 4.852 -0.990 3.300
F 4.576 -2.249 2.915
F 5.226 -0.283 2.290
F 5.894 -1.103 4.167
H 1.346 -0.779 7.923
H 3.025 -0.518 7.745
H 2.214 -2.117 7.290
H 1.884 0.446 5.629
H 1.141 -1.187 5.324
C -7.698 -0.919 -4.849
C -6.181 -0.905 -4.990
O -5.497 -0.804 -3.673
C -5.029 0.436 -3.397
O -5.132 1.434 -3.996
C -4.197 0.374 -2.067
F -2.908 -0.005 -2.357
F -4.138 1.609 -1.588
F -4.741 -0.428 -1.171
H -8.123 -1.328 -5.803
H -8.173 0.080 -4.755
H -7.973 -1.516 -3.975
H -5.767 -0.082 -5.603
H -5.791 -1.847 -5.367
O 3.157 -6.463 -2.937
P 1.695 -6.512 -3.171
N 1.345 -7.492 -4.432
C 2.196 -8.610 -4.741
C 0.017 -7.706 -4.897
N 0.949 -5.109 -3.704
C 0.561 -4.059 -2.811
C 1.313 -4.610 -5.018
N 0.963 -6.812 -1.710
C -0.388 -7.257 -1.732
C 1.739 -7.276 -0.559
H 3.248 -8.299 -4.644
H 1.990 -8.948 -5.757
H 2.090 -9.486 -4.057
H 0.027 -7.681 -5.971
H -0.667 -6.855 -4.745
H -0.457 -8.664 -4.585
H -0.148 -4.466 -2.081
H 1.443 -3.592 -2.262
H 0.094 -3.229 -3.350
H 1.859 -5.338 -5.600
H 0.450 -4.452 -5.615
H 1.785 -3.683 -4.832
H -0.790 -7.212 -0.721
H -1.029 -6.699 -2.381
H -0.498 -8.327 -2.056
H 2.769 -6.838 -0.432
H 1.919 -8.341 -0.631
H 1.109 -7.172 0.320
O -3.157 -0.717 3.673
P -3.995 -0.018 4.650
N -4.438 1.378 3.958
C -4.782 2.559 4.679
C -5.163 1.163 2.615
N -3.320 0.465 6.079
C -3.713 -0.115 7.377
C -1.962 0.925 6.013
N -5.341 -0.947 5.051
C -6.677 -0.404 5.074
C -5.165 -2.366 5.015
H -4.171 2.683 5.622
H -5.864 2.576 5.012
H -4.581 3.427 4.063
H -5.090 2.078 2.083
H -6.176 0.880 2.792
H -4.563 0.442 2.049
H -3.094 0.181 8.174
H -4.742 0.171 7.602
H -3.765 -1.219 7.344
H -1.344 0.187 6.539
H -1.643 1.123 4.999
H -1.915 1.871 6.623
H -7.211 -0.865 5.921
H -6.652 0.687 5.185
H -7.273 -0.586 4.158
H -4.119 -2.736 5.029
H -5.618 -2.778 4.128
H -5.709 -2.799 5.854
O 6.954 1.003 0.331
P 6.340 1.977 -0.569
N 7.263 3.395 -0.348
C 6.932 4.541 -1.168
C 8.008 3.623 0.861
N 4.777 2.596 -0.259
C 3.722 1.598 -0.252
C 4.611 3.356 1.002
N 6.226 1.578 -2.161
C 7.255 0.656 -2.623
C 5.449 2.229 -3.217
H 6.241 5.253 -0.738
H 6.445 4.265 -2.113
H 7.820 4.953 -1.612
H 7.488 4.340 1.487
H 8.957 4.018 0.558
H 8.170 2.726 1.388
H 3.630 1.154 0.730
H 2.776 2.039 -0.598
H 3.921 0.880 -1.009
H 5.362 4.129 1.102
H 3.590 3.754 1.039
H 4.723 2.689 1.882
H 7.655 0.080 -1.780
H 6.867 0.024 -3.396
H 8.125 1.156 -3.035
H 5.950 3.078 -3.711
H 4.464 2.530 -2.783
H 5.165 1.601 -4.008
O -5.859 4.749 1.391
P -5.921 4.649 -0.084
N -4.426 4.505 -0.648
C -3.344 4.365 0.381
C -4.004 4.702 -2.013
N -6.550 6.035 -0.772
C -7.957 6.439 -0.573
C -5.715 7.266 -0.671
N -6.861 3.403 -0.662
C -7.519 3.528 -1.985
C -7.645 2.693 0.380
H -3.759 3.878 1.245
H -2.897 5.319 0.640
H -2.658 3.673 -0.071
H -3.495 5.697 -2.088
H -4.812 4.573 -2.726
H -3.266 3.910 -2.290
H -7.919 7.249 0.156
H -8.334 6.863 -1.522
H -8.661 5.673 -0.200
H -4.674 7.044 -0.724
H -5.954 7.911 -1.533
H -5.951 7.839 0.249
H -6.909 4.288 -2.548
H -7.403 2.646 -2.603
H -8.559 3.802 -2.001
H -7.223 3.000 1.346
H -7.566 1.587 0.309
H -8.733 2.963 0.306
O 2.096 4.475 -3.807
P 1.222 4.418 -2.651
N -0.244 5.182 -2.747
C -0.977 4.727 -3.909
C -0.435 6.552 -2.447
N 2.017 5.025 -1.313
C 1.494 4.664 -0.028
C 3.376 5.547 -1.377
N 0.762 2.836 -2.366
C -0.412 2.568 -1.571
C 1.119 1.827 -3.327
H -2.038 4.968 -3.680
H -0.948 3.630 -4.054
H -0.580 5.210 -4.780
H -0.418 7.129 -3.393
H 0.315 7.000 -1.770
H -1.416 6.665 -1.971
H 1.323 3.632 0.226
H 2.053 5.147 0.752
H 0.532 5.176 0.074
H 3.629 6.171 -0.513
H 4.109 4.783 -1.378
H 3.519 6.132 -2.308
H -0.214 2.011 -0.693
H -0.740 3.579 -1.262
H -1.256 2.104 -2.077
H 2.024 2.170 -3.871
H 0.206 1.609 -3.966
H 1.410 0.889 -2.778
O 5.736 -0.464 -5.405
P 5.227 -1.843 -5.580
N 5.943 -2.958 -4.631
C 7.404 -2.935 -4.557
C 5.376 -4.196 -4.240
N 5.402 -2.386 -7.130
C 5.611 -1.443 -8.232
C 4.921 -3.712 -7.587
N 3.527 -1.935 -5.230
C 2.693 -1.200 -6.163
C 3.186 -1.514 -3.895
H 7.751 -1.998 -5.053
H 7.822 -3.764 -5.132
H 7.794 -2.885 -3.540
H 5.591 -5.033 -4.933
H 4.297 -4.103 -4.044
H 5.817 -4.440 -3.268
H 5.780 -0.436 -7.884
H 6.523 -1.744 -8.746
H 4.804 -1.513 -8.960
H 5.070 -4.429 -6.811
H 3.840 -3.753 -7.834
H 5.588 -4.029 -8.398
H 2.647 -1.599 -7.172
H 1.659 -1.190 -5.820
H 3.026 -0.151 -6.194
H 3.820 -1.937 -3.137
H 2.177 -1.831 -3.727
H 3.166 -0.408 -3.777
O -0.987 -6.401 2.929
P -1.598 -5.073 3.115
N -2.534 -4.826 4.489
C -3.799 -5.582 4.592
C -1.831 -4.573 5.759
N -2.638 -4.785 1.894
C -3.409 -3.530 1.884
C -2.790 -5.537 0.636
N -0.350 -3.971 3.243
C -0.664 -2.515 3.374
C 1.024 -4.312 3.377
H -3.929 -5.869 5.633
H -3.816 -6.458 3.967
H -4.665 -4.944 4.371
H -0.966 -5.271 5.870
H -2.583 -4.893 6.521
H -1.402 -3.573 5.867
H -3.028 -2.881 1.102
H -4.486 -3.703 1.660
H -3.317 -3.004 2.815
H -3.885 -5.712 0.516
H -2.441 -4.952 -0.222
H -2.267 -6.489 0.679
H -0.271 -1.915 2.550
H -1.742 -2.358 3.431
H -0.281 -2.065 4.344
H 1.289 -4.360 4.453
H 1.661 -3.656 2.832
H 1.276 -5.365 3.117
O 1.034 7.308 4.272
P 0.843 5.909 4.642
N 1.865 4.901 3.835
C 1.729 3.493 3.641
C 3.214 5.445 3.625
N -0.639 5.238 4.390
C -1.716 5.309 5.355
C -1.012 5.341 3.024
N 0.989 5.718 6.275
C 1.769 6.715 7.022
C 0.901 4.344 6.805
H 2.369 2.898 4.347
H 1.874 3.183 2.624
H 0.652 3.254 3.863
H 3.655 4.855 2.822
H 3.763 5.436 4.592
H 3.171 6.435 3.215
H -2.335 6.207 5.295
H -2.365 4.493 5.069
H -1.374 5.183 6.371
H -0.093 5.430 2.471
H -1.563 4.503 2.631
H -1.585 6.277 2.901
H 1.932 6.333 8.028
H 2.666 6.991 6.452
H 1.122 7.618 7.131
H 0.035 4.262 7.534
H 1.824 4.029 7.306
H 0.677 3.551 6.078
C 5.327 -4.045 0.297
C 6.191 -2.931 -0.377
C 5.173 -1.868 -0.902
O 3.868 -2.395 -0.578
C 3.956 -3.762 -0.316
H 5.318 -3.977 1.402
H 5.698 -5.055 0.114
H 6.742 -3.338 -1.196
H 6.879 -2.497 0.367
H 5.336 -1.655 -1.922
H 5.402 -0.929 -0.375
H 3.828 -4.391 -1.230
H 3.165 -4.021 0.407
C -4.251 -3.588 -2.507
C -3.267 -3.394 -3.707
C -2.877 -4.786 -4.105
O -3.157 -5.612 -2.935
C -4.404 -5.133 -2.456
H -5.193 -3.123 -2.764
H -3.825 -3.156 -1.579
H -2.431 -2.809 -3.368
H -3.758 -2.890 -4.554
H -1.831 -4.849 -4.343
H -3.451 -5.109 -4.967
H -4.564 -5.538 -1.443
H -5.172 -5.419 -3.158
```

**HOMO-LUMO gap**: 0.3051 Eh
**HOMO**: -8.086 eV

2.
Computed, not measured: C68H57AsBrN6O7S3TeTi as an isolated structure at a distorted geometry, with the ωB97M-V functional and the def2-TZVPD basis.

```
145
C68H57AsBrN6O7S3TeTi | OMol25 | the ωB97M-V functional and the def2-TZVPD basis
Ti 0.422 1.936 1.163
O 5.646 1.720 5.415
C 5.368 1.695 4.067
O 6.239 1.977 3.295
C 3.982 1.306 3.758
C 3.108 0.602 4.597
N 1.920 0.453 4.016
N 1.971 1.053 2.817
C 3.185 1.560 2.634
C 3.343 2.260 1.333
O 4.377 2.479 0.761
O 2.139 2.567 0.844
H 4.826 1.549 5.894
H 3.282 0.176 5.577
H 0.404 0.761 4.612
S 1.308 -0.176 -0.095
C 2.204 -1.436 0.757
C 3.502 -1.682 0.278
C 4.250 -2.760 0.714
C 3.718 -3.640 1.652
C 2.459 -3.379 2.169
C 1.707 -2.281 1.752
As 0.002 -1.835 2.584
C 0.273 -2.712 4.341
C -0.769 -3.405 4.949
C -0.627 -3.945 6.221
C 0.564 -3.792 6.914
C 1.606 -3.090 6.324
C 1.459 -2.552 5.054
C -1.121 -3.269 1.826
C -2.500 -3.096 1.925
C -3.381 -4.020 1.378
C -2.890 -5.135 0.717
C -1.519 -5.322 0.615
C -0.642 -4.396 1.162
H 3.906 -0.999 -0.458
H 5.248 -2.912 0.320
H 4.276 -4.506 1.987
H 2.048 -4.049 2.917
H -1.709 -3.540 4.427
H -1.452 -4.487 6.667
H 0.680 -4.216 7.905
H 2.543 -2.958 6.854
H 2.282 -2.008 4.609
H -2.892 -2.207 2.410
H -4.449 -3.855 1.450
H -3.573 -5.844 0.267
H -1.128 -6.187 0.091
H 0.425 -4.544 1.056
S -4.781 0.150 0.048
C -3.191 0.472 0.688
N -2.236 -0.277 0.285
C -2.726 -1.236 -0.600
C -1.952 -2.231 -1.197
C -2.557 -3.093 -2.081
C -3.925 -2.981 -2.378
C -4.709 -2.020 -1.774
C -4.093 -1.148 -0.870
H -3.040 1.247 1.422
H -0.905 -2.304 -0.938
H -1.968 -3.864 -2.561
H -4.370 -3.658 -3.096
H -5.764 -1.936 -1.999
Br -3.538 4.387 7.952
C -3.391 3.745 6.159
C -4.381 4.114 5.253
N -4.326 3.678 3.969
C -3.315 2.933 3.607
C -2.244 2.516 4.451
C -2.331 2.954 5.815
C -1.168 1.716 4.009
O -0.398 1.237 4.985
O -0.897 1.425 2.785
H -5.219 4.730 5.545
H -3.323 2.610 2.578
H -1.568 2.679 6.526
S -2.491 5.641 1.578
C -1.848 4.140 1.078
N -0.784 3.730 1.687
C -0.398 4.645 2.668
C 0.697 4.498 3.519
C 0.920 5.476 4.460
C 0.070 6.591 4.562
C -1.011 6.744 3.723
C -1.237 5.753 2.763
H -2.283 3.576 0.264
H 1.350 3.636 3.449
H 1.762 5.381 5.132
H 0.270 7.343 5.315
H -1.671 7.596 3.808
C -3.825 -2.951 -7.463
C -2.840 -2.247 -6.569
C -1.494 -2.561 -6.591
C -0.561 -1.929 -5.767
C 0.883 -2.333 -5.948
C -0.984 -0.952 -4.864
Te 0.036 -0.177 -3.154
N -0.116 2.316 -0.555
C 0.209 3.558 -0.981
O 0.731 4.459 -0.305
C -0.220 3.947 -2.376
C -1.541 3.818 -2.782
C -1.947 4.272 -4.029
C -1.030 4.861 -4.887
C 0.289 5.018 -4.475
C 0.685 4.578 -3.223
C 2.004 -0.861 -3.466
C 2.414 -2.085 -2.933
C 1.466 -3.089 -2.336
C 3.766 -2.421 -2.978
C 4.708 -1.581 -3.545
C 6.168 -1.943 -3.560
C 4.269 -0.389 -4.109
C 2.935 -0.011 -4.078
C 2.541 1.299 -4.710
C -2.346 -0.580 -4.875
C -2.880 0.554 -4.038
C -3.240 -1.225 -5.718
H -3.438 -3.915 -7.792
H -4.048 -2.364 -8.358
H -4.771 -3.124 -6.947
H -1.139 -3.328 -7.272
H 1.026 -2.719 -6.958
H 1.182 -3.115 -5.246
H 1.564 -1.499 -5.799
H -2.258 3.364 -2.108
H -2.980 4.157 -4.336
H -1.339 5.201 -5.868
H 1.008 5.492 -5.133
H 1.699 4.726 -2.876
H 0.468 -3.001 -2.764
H 1.375 -2.945 -1.252
H 1.838 -4.100 -2.511
H 4.085 -3.363 -2.544
H 6.342 -2.886 -3.042
H 6.766 -1.174 -3.068
H 6.542 -2.043 -4.581
H 4.990 0.274 -4.576
H 3.366 1.691 -5.305
H 2.280 2.039 -3.952
H 1.662 1.189 -5.348
H -2.602 0.488 -2.982
H -3.969 0.575 -4.083
H -2.496 1.508 -4.399
H -4.284 -0.929 -5.692
```

**⟨S²⟩**: 0.774
**HOMO-LUMO gap (alpha / beta)**: 0.1631 / 0.2267 Eh
**HOMO (alpha / beta)**: -0.974 / -2.704 eV
**Charge**: -2
**2S+1**: 2

Calculated total energy (computed, eV): -240655.448 -288516.154